A cluster of 2 separate species, CH3Cl2PS in total, computed with ωB97M-V/def2-TZVPD.

Computed properties:
- Net charge: 0
- HOMO energy (spin up / spin down): -9.04 / -9.04 eV
- ΔE to the lowest compared entry with this formula, charge and spin: 58.1 kcal/mol
- LUMO (spin up / spin down): -2.51 / -2.51 eV
- Multiplicity: 1

Atoms and positions in Å:
C -0.568 1.275 -0.172
P 1.122 -1.201 0.897
S -0.710 -0.230 0.907
Cl 0.929 -3.036 1.700
Cl 1.005 -1.109 -2.230
H -1.606 1.580 -0.085
H -0.351 0.778 -1.129
H 0.180 1.942 0.113

***

A cluster of 2 separate species, CH3Cl3NP in total, computed with ωB97M-V/def2-TZVPD.

Computed properties:
- Net charge: 0
- HOMO energy (spin up / spin down): -9.29 / -8.99 eV
- ΔE to the lowest compared entry with this formula, charge and spin: 69.0 kcal/mol
- LUMO (spin up / spin down): -0.68 / -0.51 eV
- Multiplicity: 1

Atoms and positions in Å:
C 0.052 0.357 -0.666
N 0.724 -0.764 -0.754
P -0.444 -3.008 -2.063
Cl -1.613 -4.479 -1.301
Cl -1.567 -2.250 -3.568
Cl 0.857 -4.143 -3.103
H 0.495 0.990 0.139
H -0.946 0.045 -0.357
H -0.037 1.037 -1.554

***

A cluster of 2 separate species, CH3ClF2 in total, computed with ωB97M-V/def2-TZVPD.

Computed properties:
- Net charge: 0
- HOMO energy: -11.08 eV
- ΔE to the lowest compared entry with this formula, charge and spin: 6.1 kcal/mol
- LUMO: 0.80 eV
- Multiplicity: 1
- SMILES string: FCF.Cl

Atoms and positions in Å:
F 1.021 -0.164 -1.420
C 0.495 0.675 -0.493
F -0.729 0.216 -0.122
H 0.378 1.667 -0.936
H 1.146 0.689 0.385
Cl -1.541 -1.908 0.937
H -0.770 -1.175 1.649

***

A structure of composition CH3ClFN, computed with ωB97M-V/def2-TZVPD.

Computed properties:
- Net charge: 0
- HOMO energy: -9.76 eV
- ΔE to the lowest compared entry with this formula, charge and spin: 58.4 kcal/mol
- LUMO: 0.67 eV
- Multiplicity: 1

Atoms and positions in Å:
C -0.091 0.025 0.037
N -1.813 -0.508 0.547
F -2.115 -1.487 -0.382
Cl -2.816 0.855 0.195
H 0.479 -0.809 0.414
H -0.140 0.091 -1.035
H 0.041 0.946 0.572

***

> Look up the net charge of the fourth one.

0